A 18-piece molecular cluster, C97H173N5O31 overall at a distorted geometry. Source: the Open Molecules 2025 dataset; level of theory: ωB97M-V with the def2-TZVPD basis set.

Values from the calculation:
Charge: 0
Gap between HOMO and LUMO, eV: 7.885
Strongest force on any atom, eV/Å: 6.0
E, Eh: -6405.5236
E_LUMO, hartree: 0.0001

```
306
Properties=species:S:1:pos:R:3:forces:R:3
C -0.380406 1.454096 -1.630269 -0.7 -0.1 -0.7
C -0.357866 0.304786 -0.641739 -0.4 -1.3 1.5
C 0.442474 0.742576 0.601401 0.6 -0.6 0.2
C 0.077854 0.110536 1.976731 -0.7 0.5 -0.8
C -1.466066 -0.110344 2.102531 1.0 0.5 -0.2
C -2.121396 -0.845024 0.936261 0.5 -2.5 -0.9
N -1.776836 -0.059634 -0.275509 -0.1 1.5 0.5
O -2.602006 -0.310664 -1.422479 1.1 -1.1 0.4
C -1.552146 -2.437424 0.894661 0.1 1.5 -0.5
C -3.673556 -0.820714 1.032281 1.1 0.5 0.7
C 0.321914 -0.900204 -1.253529 1.4 -0.6 -2.5
H -0.876646 1.040686 -2.508299 -0.2 0.5 -0.2
H 0.569614 1.853206 -1.985649 0.5 -0.5 0.4
H -0.918796 2.318226 -1.241029 -0.4 -0.3 0.0
H 1.457454 0.384346 0.429421 0.2 0.0 -0.3
H 0.590994 1.821466 0.556301 -0.7 0.2 0.7
H 0.448614 0.786596 2.747181 -0.3 0.1 0.1
H 0.696054 -0.774354 2.128011 -0.4 -0.4 -0.1
H -1.890716 0.891746 2.042681 -0.2 0.2 0.3
H -1.713276 -0.554534 3.066731 -0.1 -0.2 -0.1
H -0.541916 -2.448514 1.303821 0.0 0.0 0.3
H -2.099336 -3.268884 1.338901 -0.5 0.6 0.7
H -1.404056 -2.828144 -0.112069 -0.2 0.6 -0.5
H -4.094626 -1.682974 0.515271 -0.3 0.6 -0.3
H -4.052076 -0.787754 2.053911 0.4 -0.7 0.4
H -3.949706 0.190596 0.733811 -0.5 -0.2 -0.9
H -0.297096 -1.423584 -1.982239 -0.3 0.1 0.0
H 0.957304 -1.678524 -0.830909 -0.8 -0.1 1.8
H 1.160044 -0.554924 -1.858849 0.0 0.7 -0.7
H -3.247936 0.398976 -1.450329 0.0 0.6 0.3
C -5.236416 -5.300454 9.038761 -2.1 0.7 -0.6
C -4.403486 -5.092754 7.765251 0.9 -1.5 -0.2
C -4.153316 -6.585434 7.377741 2.1 -0.5 0.1
C -4.130096 -7.030924 5.905871 0.1 0.6 1.1
C -4.944236 -6.118994 5.091711 -2.8 0.2 -2.4
C -4.713896 -4.585654 5.213641 0.0 0.0 -0.5
N -5.103426 -4.409514 6.632551 0.6 -1.7 0.6
O -5.912296 -3.367504 6.963221 -0.5 1.1 0.6
C -3.245526 -4.117014 4.941261 -0.7 -0.5 0.3
C -5.741426 -3.783984 4.209721 0.9 -0.8 2.1
C -3.043346 -4.454354 8.224471 -0.1 0.4 0.0
H -5.544506 -4.386644 9.546841 0.5 0.1 0.3
H -4.906346 -6.077444 9.728281 0.9 0.5 0.0
H -6.190926 -5.727864 8.731631 -0.3 0.1 -0.3
H -3.205296 -6.856564 7.842351 0.7 0.3 -0.2
H -4.695506 -7.314824 7.979501 -1.2 0.4 -0.4
H -4.498136 -8.054974 5.968841 0.0 0.0 -0.8
H -3.228666 -6.963814 5.296771 1.0 -0.6 1.1
H -6.024786 -6.210784 5.201671 -0.3 0.0 1.1
H -4.977076 -6.559704 4.095311 1.0 0.6 -0.8
H -3.167516 -3.044104 5.116991 -0.1 0.1 -0.4
H -2.522026 -4.555574 5.628511 -0.2 -0.3 0.0
H -2.930316 -4.410544 3.939961 0.0 0.3 -0.2
H -5.423776 -3.748184 3.167651 0.2 -0.4 0.1
H -6.727486 -4.232674 4.330071 0.0 -0.1 -0.3
H -5.852546 -2.755394 4.552871 0.2 0.0 0.0
H -2.112316 -4.709714 7.718421 -0.4 -0.1 -0.8
H -2.752296 -4.734314 9.236901 -0.6 -0.1 0.3
H -3.144516 -3.369094 8.217051 0.1 0.2 0.0
H -5.333976 -2.706614 7.351001 0.1 0.7 0.1
C -0.548646 -1.287354 8.367191 0.0 0.2 -0.1
C -0.351516 -1.207584 6.801471 -1.6 -0.6 0.0
C -1.657876 -0.712624 6.087961 -0.5 -0.2 2.0
C -1.805136 0.778236 6.247431 0.6 0.8 -2.5
C -0.554766 1.350706 5.459011 -0.8 0.2 1.5
C 0.750834 1.124896 6.254171 -1.7 -0.6 0.9
N 0.753284 -0.356174 6.421061 -0.3 0.8 -2.2
O 1.939684 -0.791484 6.924571 1.2 -0.5 1.1
C 1.923934 1.645156 5.370411 -0.5 -0.5 0.3
C 0.691604 1.883686 7.627721 0.5 1.5 -0.5
C -0.216346 -2.680624 6.287071 0.6 0.2 0.4
H 0.318864 -1.749734 8.838071 0.0 -0.3 -0.2
H -1.451866 -1.823924 8.657671 0.1 -0.4 -0.3
H -0.650846 -0.355794 8.923831 0.1 0.5 -0.6
H -1.838646 -1.112374 5.090151 0.9 0.5 -0.4
H -2.531596 -1.134614 6.584591 0.1 -0.5 0.6
H -2.019456 1.111466 7.262871 0.7 0.0 0.1
H -2.682036 1.097526 5.684231 -0.2 0.1 -0.1
H -0.654456 2.396036 5.166701 0.0 0.1 0.3
H -0.512776 0.772566 4.535921 0.1 0.0 0.1
H 2.769824 0.961156 5.439041 0.1 0.3 -0.1
H 1.576214 1.736776 4.341431 0.1 -0.4 -0.2
H 2.234124 2.662786 5.607721 0.0 -0.1 0.5
H 0.459864 2.918476 7.375481 -0.2 0.3 -0.2
H -0.022196 1.687436 8.427771 -0.2 -0.9 -0.5
H 1.644554 2.036216 8.134391 0.3 -0.7 -0.2
H -0.066086 -2.803144 5.214451 0.2 0.6 -0.2
H -1.144276 -3.224524 6.463821 0.0 0.2 0.4
H 0.599454 -3.206294 6.783311 0.0 0.0 0.1
H 2.448384 -0.999844 6.137541 0.6 -0.5 -0.1
C 0.457214 1.424236 -7.237019 -1.0 -0.4 0.3
C 1.137124 2.339866 -8.256679 0.7 0.3 1.4
C 0.076034 3.005536 -9.061409 -3.5 0.3 -1.8
C -0.780526 4.122356 -8.530819 2.3 1.4 3.3
C 0.224724 5.182896 -8.130089 0.9 0.7 1.1
C 1.417674 4.736996 -7.139279 0.0 -1.1 -1.5
N 2.005714 3.376596 -7.659349 -0.7 1.8 -1.2
O 3.044534 2.811466 -6.888409 -0.6 0.1 0.6
C 2.554884 5.808196 -7.292019 -0.2 -1.6 0.5
C 0.918014 4.615096 -5.705219 -0.8 0.0 0.5
C 1.950604 1.499296 -9.244029 -0.1 0.6 -0.3
H -0.404046 1.865406 -6.735319 0.0 0.6 0.0
H 1.027484 1.004506 -6.408329 0.6 0.1 -0.4
H -0.023146 0.620346 -7.794809 0.3 -0.4 0.0
H 0.358324 3.396026 -10.039119 0.6 -0.7 -0.2
H -0.784876 2.340846 -9.132949 0.7 -1.4 -1.1
H -1.136696 3.815596 -7.547389 -0.8 -0.3 0.0
H -1.604506 4.605446 -9.055959 0.2 -0.8 -0.7
H -0.313486 5.961146 -7.589019 0.2 0.4 0.1
H 0.679154 5.647476 -9.005159 0.1 0.0 -0.1
H 3.010304 5.780936 -8.281949 -0.6 0.2 -0.3
H 2.209194 6.801186 -7.004709 0.2 -0.1 0.0
H 3.373384 5.450556 -6.667319 0.0 0.5 0.5
H 0.421464 5.515416 -5.343349 0.7 0.6 -0.1
H 0.078824 3.937926 -5.546199 0.0 -0.7 -0.7
H 1.657634 4.286776 -4.974969 0.3 0.3 -0.2
H 1.289034 0.896206 -9.865889 -0.1 -0.4 0.3
H 2.720264 0.903816 -8.752969 0.0 0.0 -0.2
H 2.368744 2.213356 -9.953519 0.5 -0.1 0.1
H 3.852384 3.122206 -7.303639 0.1 0.1 -0.2
C 9.696474 1.282376 -3.697539 0.6 0.2 0.0
C 9.010214 2.698186 -3.590419 0.3 0.7 1.6
C 9.320904 3.626476 -4.764229 0.1 -1.1 -1.5
C 8.491094 3.407476 -6.077059 -1.1 0.8 1.3
C 6.996844 3.647646 -5.753429 0.8 -0.9 0.8
C 6.602744 2.627086 -4.538789 -1.2 2.5 0.2
N 7.586314 2.612926 -3.397149 -1.3 0.2 -0.7
O 7.277554 1.660146 -2.359509 0.2 -0.5 -1.7
C 5.304404 3.305496 -3.930409 0.0 -0.8 -0.7
C 6.321904 1.286036 -5.236449 0.2 0.1 1.9
C 9.474834 3.561336 -2.328169 0.4 -2.3 0.1
H 10.699344 1.295256 -4.124379 0.0 0.6 -0.6
H 9.115964 0.574256 -4.288869 -0.2 0.2 -0.1
H 9.957794 0.739736 -2.789039 -0.8 0.4 0.6
H 9.278084 4.667596 -4.444319 -0.4 0.0 -0.1
H 10.369594 3.430936 -4.988069 0.2 0.2 -0.1
H 8.436664 2.387236 -6.456849 1.1 0.0 -0.1
H 8.826864 4.137906 -6.813159 0.1 -0.4 -0.3
H 6.367854 3.386976 -6.604619 0.0 -0.7 -0.1
H 6.730664 4.703786 -5.710639 0.3 0.2 1.3
H 4.671134 2.671486 -3.309839 0.2 -0.4 0.1
H 5.507344 4.193606 -3.331929 0.5 0.0 -0.2
H 4.677174 3.594626 -4.773669 -0.2 0.1 -0.1
H 5.567174 1.353966 -6.019949 0.4 0.0 -0.2
H 7.298784 0.875806 -5.492409 -0.3 -0.2 -0.7
H 5.926704 0.648706 -4.445419 -0.1 -0.4 0.0
H 9.320084 2.944786 -1.442719 0.1 -0.2 0.1
H 8.869014 4.438636 -2.101369 0.2 0.2 -0.8
H 10.554244 3.705016 -2.376419 0.0 0.6 0.0
H 6.888014 2.149726 -1.631379 -0.2 0.8 0.2
O 0.698004 4.884936 2.141391 -0.8 -0.5 0.2
C -0.416866 4.590216 2.539111 2.3 5.5 -0.1
O -0.946276 3.451726 2.371731 -1.8 -2.7 0.3
C -2.233886 3.503506 2.987361 -2.2 -0.3 2.8
C -2.123756 4.591356 4.137911 1.4 0.3 -0.4
C -1.372416 5.599546 3.291341 -0.4 -0.2 -0.4
H -2.574656 2.594536 3.483101 0.9 -0.6 -0.4
H -3.015756 3.684716 2.249841 0.2 0.6 -0.1
H -1.390846 4.382066 4.917101 0.1 -1.3 0.0
H -2.932846 4.972716 4.760841 -0.8 -0.3 -1.0
H -0.925156 6.470836 3.769781 0.5 -0.5 0.0
H -2.173756 6.010016 2.676961 0.4 0.1 -0.9
O 7.213754 -2.513194 1.511981 -0.3 -0.1 -0.6
C 6.843854 -2.439794 0.359741 0.8 0.6 1.8
O 6.028544 -3.286004 -0.207809 -1.6 -0.9 -0.3
C 5.728664 -2.900634 -1.569159 1.1 -1.3 -0.6
C 6.888484 -1.988014 -1.977619 -0.5 -0.2 0.5
C 7.150074 -1.372914 -0.601179 1.3 1.7 -1.5
H 4.769804 -2.401774 -1.709979 -0.1 0.0 0.6
H 5.726874 -3.877744 -2.052219 -0.3 0.3 -0.5
H 6.631974 -1.357684 -2.829079 0.0 0.4 0.4
H 7.812384 -2.506524 -2.233869 -0.3 -0.5 -0.2
H 6.510564 -0.523774 -0.360149 0.0 0.2 -0.1
H 8.191004 -1.050274 -0.579209 -0.2 0.2 0.6
O 4.066474 -6.264464 1.224821 -1.0 1.7 1.6
C 3.409124 -5.696934 2.101221 1.8 -2.6 -1.4
O 3.347074 -4.394984 2.308101 0.8 0.2 -0.9
C 2.168894 -4.098594 3.038891 -0.5 0.9 0.3
C 1.950424 -5.311664 3.950151 0.5 -0.4 -0.8
C 2.468474 -6.430394 3.033411 0.6 1.1 -0.2
H 1.392384 -3.939434 2.290691 -0.4 -0.1 0.2
H 2.428444 -3.141254 3.490811 -0.6 -0.1 0.5
H 0.951524 -5.591754 4.284561 0.0 0.8 0.2
H 2.688214 -5.187484 4.742831 -0.4 -0.2 0.5
H 1.779364 -6.741184 2.248151 -0.7 -0.8 0.7
H 2.992694 -7.204774 3.593421 -0.3 -0.3 -0.5
O -0.815246 -5.767144 1.089661 -0.4 -0.2 -0.9
C -0.502356 -5.485904 -0.047959 -0.6 0.1 0.3
O -1.362736 -5.368494 -1.078669 -1.7 -1.3 0.8
C -0.854476 -4.805174 -2.293549 0.8 -0.2 0.8
C 0.636914 -4.709874 -2.007499 1.0 -0.1 0.4
C 0.807684 -5.030394 -0.493699 0.9 1.6 -1.3
H -1.383156 -3.853794 -2.352369 0.3 0.1 -0.5
H -1.013106 -5.439274 -3.165829 -0.6 0.0 0.3
H 0.974034 -3.711114 -2.284859 0.4 -0.2 0.0
H 1.241164 -5.472424 -2.498929 -0.3 0.2 -0.7
H 0.899814 -4.054334 -0.017349 0.5 -0.1 0.6
H 1.653804 -5.677874 -0.263559 -0.2 0.1 0.1
O 4.170024 -1.466554 5.085961 0.0 0.7 -2.9
C 4.359394 -0.901124 3.990191 1.5 -0.1 4.9
O 3.417274 -0.665134 3.134721 -1.0 0.0 -1.8
C 3.932694 0.235086 2.156101 -0.9 0.5 -2.6
C 5.108004 0.885576 2.668721 1.4 3.2 2.8
C 5.636314 -0.088294 3.678021 -0.4 -1.9 0.1
H 3.209164 1.015206 1.919411 -0.5 -0.6 -0.2
H 4.377214 -0.163344 1.244101 -1.3 -1.4 -0.4
H 4.755184 1.755416 3.222791 0.0 0.3 0.5
H 5.753554 1.384346 1.945811 0.3 -0.8 -0.3
H 5.970724 0.232446 4.664631 0.4 0.3 -0.4
H 6.315154 -0.809464 3.222831 0.5 0.0 0.2
O -7.209466 4.292176 3.770641 0.5 -1.5 -0.1
C -6.789606 3.157786 3.902091 -0.1 1.8 0.5
O -5.532536 2.954596 4.378041 0.8 0.0 0.3
C -5.208136 1.565656 4.630241 -1.7 0.2 0.3
C -6.481566 0.857016 4.108671 0.9 -2.7 0.8
C -7.491666 1.848726 3.677761 0.5 0.9 -1.2
H -5.086636 1.334976 5.688601 -0.1 0.7 0.2
H -4.248136 1.289136 4.194301 -0.3 0.2 -0.7
H -7.012546 0.250396 4.842271 0.7 -0.2 0.5
H -6.130596 0.117376 3.389051 -0.5 0.2 -0.6
H -8.430236 1.844726 4.231991 0.1 -0.1 -0.2
H -7.633796 1.726896 2.603951 -0.6 0.3 0.0
O -3.298416 -3.153794 -5.494059 0.0 3.0 0.9
C -3.230086 -1.951084 -5.238199 1.3 -1.9 -1.0
O -4.277806 -1.214104 -4.862839 -2.5 -4.3 -0.6
C -4.153676 0.094176 -4.713219 2.8 3.4 1.7
C -2.621116 0.389896 -5.000439 -0.6 0.0 -1.3
C -2.034426 -0.993214 -5.368859 -0.2 0.1 0.8
H -4.282586 0.328136 -3.656449 -0.5 0.2 0.1
H -4.842496 0.710716 -5.290719 0.0 -0.4 -0.3
H -2.064506 0.775316 -4.146189 -0.5 0.2 -0.1
H -2.605366 1.096346 -5.830359 0.4 0.1 0.1
H -1.260826 -1.149544 -4.617059 -0.1 -0.8 0.0
H -1.551806 -1.192384 -6.325679 -0.2 0.5 -0.1
O 0.856824 7.983236 -1.764849 -1.8 -2.4 0.2
C 0.179934 6.952896 -1.796639 1.2 1.9 0.5
O 0.294054 6.085646 -2.807299 2.0 2.5 -1.0
C -0.518456 5.005186 -2.777729 -1.3 -2.3 1.7
C -1.063906 4.919776 -1.310429 0.2 1.5 0.5
C -0.888926 6.383396 -0.860429 0.3 0.7 -0.2
H 0.156504 4.172506 -2.975619 -0.7 -0.4 -0.4
H -1.333696 5.122846 -3.491619 0.1 -0.3 -0.2
H -0.436736 4.342536 -0.631049 0.0 -0.4 -0.4
H -2.111466 4.660706 -1.156799 0.2 -0.5 -0.4
H -0.632066 6.546076 0.186301 0.1 -0.1 -0.1
H -1.768896 6.993506 -1.064219 -0.2 0.0 0.0
O 6.301084 3.436606 -0.442779 -2.7 0.8 1.3
C 5.249954 3.877356 0.054181 3.1 1.2 -1.7
O 4.095094 3.250606 0.028361 -0.3 -1.2 -0.4
C 3.163624 3.932646 0.829441 -1.9 1.4 1.9
C 3.965424 4.820156 1.766981 0.1 0.4 -0.9
C 5.062724 5.233196 0.769331 1.2 -1.5 1.6
H 2.529334 3.285756 1.435501 0.2 -0.5 -0.6
H 2.483944 4.628376 0.337411 0.0 -0.5 -1.0
H 4.281314 4.181756 2.592071 0.5 0.5 0.2
H 3.453694 5.725386 2.093751 -0.3 -0.5 0.3
H 5.992064 5.418576 1.307911 0.1 0.4 -0.3
H 4.783754 6.104176 0.176301 0.0 -0.4 -0.3
O -8.293506 -1.049704 0.290271 1.1 -0.7 -1.0
C -7.803076 -1.358654 -0.781829 -0.6 0.3 2.3
O -8.179296 -0.691004 -1.875069 -0.4 -1.1 -1.5
C -7.812106 -1.519284 -2.992909 2.9 1.2 -2.1
C -6.458106 -2.241384 -2.596499 -0.6 0.3 -0.9
C -6.724896 -2.369214 -1.131589 -0.1 -1.5 0.6
H -7.538076 -0.878274 -3.830829 -0.2 0.6 0.1
H -8.546886 -2.156844 -3.484549 -0.5 -0.3 1.2
H -5.475486 -1.839964 -2.844299 -0.5 1.0 -0.2
H -6.435056 -3.201224 -3.112529 -0.1 -0.1 0.2
H -5.915496 -2.376654 -0.401569 0.0 0.4 -0.3
H -7.030056 -3.411034 -1.229419 -1.0 -0.1 1.6
O 0.876124 -2.476044 -4.595539 2.8 0.8 -2.0
C 1.821924 -2.184564 -5.340179 -2.1 -1.2 0.1
O 2.060674 -2.844304 -6.542689 -1.3 0.1 0.8
C 2.997724 -2.164184 -7.362939 1.6 0.2 0.4
C 3.495184 -0.963994 -6.517259 0.2 0.6 -2.9
C 2.932124 -1.188434 -5.211019 -0.5 0.2 2.5
H 2.617534 -1.875344 -8.342789 -0.6 0.0 0.3
H 3.845244 -2.821804 -7.556209 -0.1 -0.3 0.0
H 3.076424 -0.049284 -6.936829 0.2 0.1 0.0
H 4.579604 -0.858864 -6.484389 -0.1 -0.1 -0.2
H 2.616894 -0.236504 -4.783739 0.0 -0.4 0.6
H 3.689954 -1.702384 -4.619709 -0.1 0.2 0.7
O -3.952316 2.487366 -1.331229 -0.1 0.1 1.1
C -4.975876 2.969806 -0.911979 0.0 0.2 -0.2
O -5.169126 3.565216 0.293391 2.6 0.2 0.8
C -6.364286 4.354986 0.357711 -1.0 -2.1 0.6
C -7.213536 3.493626 -0.560959 -1.6 1.8 0.3
C -6.231826 3.110346 -1.665789 -2.9 0.2 0.0
H -6.193876 5.417196 0.182271 0.1 -0.2 -0.7
H -6.842356 4.281456 1.334511 0.7 0.1 0.4
H -8.143956 4.052276 -0.662579 0.0 0.5 -1.7
H -7.726276 2.670136 -0.063909 1.1 -0.7 0.4
H -6.131666 3.963236 -2.337089 0.1 -0.2 -0.4
H -6.662136 2.223496 -2.130999 0.9 0.0 -0.5
O -4.574496 -7.556314 -2.079809 0.3 2.5 3.6
C -4.438836 -6.825504 -1.059889 -0.2 -3.0 -4.9
O -4.782506 -5.532924 -1.096199 -0.8 0.5 -0.9
C -4.320576 -4.908664 0.071071 0.6 1.0 1.2
C -4.317826 -6.037734 1.080371 -1.0 0.8 1.0
C -3.866776 -7.197284 0.241281 1.5 0.0 1.4
H -4.830176 -4.036984 0.481671 -1.5 -0.3 -0.5
H -3.404046 -4.370104 -0.169799 0.8 -1.0 0.1
H -5.349056 -6.258604 1.355861 -0.4 0.4 0.1
H -3.853906 -5.692924 2.004481 0.7 -0.7 -0.1
H -4.074926 -8.214774 0.572191 -0.3 0.2 -0.1
H -2.785776 -7.060604 0.270451 0.3 -0.5 -0.8
```
Forces are in eV/Å.